Entry 1:
# C21H23N3O5S2

A structure of composition C21H23N3O5S2 (wB97M-V/def2-TZVPD, the Open Molecules 2025 dataset).

XYZ file:
```
54
Properties=species:S:1:pos:R:3:forces:R:3:nbo_charge:R:1
C -1.800652 -3.939196 2.159726 -0.4 2.6 -13.0 -0.351
C -1.806670 -4.437933 0.851663 -0.6 3.1 2.1 -0.169
C -1.742237 -3.546318 -0.444862 -8.2 -7.0 0.7 -0.270
N -1.448164 -2.290859 -0.249342 -3.2 3.1 -1.3 -0.440
C -0.182258 -2.129674 -0.145382 -1.8 12.6 2.9 0.191
N 0.174231 -0.839122 0.287149 -0.3 -0.1 -0.3 -0.585
C -0.776448 0.100963 0.351947 1.6 1.3 -2.5 0.225
C -2.067389 0.084730 -0.184588 0.7 -1.5 1.2 -0.271
C -2.793051 1.347916 -0.143858 6.6 -2.5 0.8 -0.040
C -1.843383 2.309789 0.198961 -7.7 5.1 -1.8 -0.465
S -0.304150 2.078600 0.458459 3.1 -4.4 1.0 0.380
H -2.240811 3.490648 0.172038 1.2 -3.4 0.3 0.268
C -4.122077 1.407243 -0.376543 2.7 8.8 2.1 0.196
C -5.217642 0.890666 -0.481300 -8.3 -11.6 -3.1 -0.237
C -6.351249 1.662702 -0.754124 8.1 5.2 4.0 -0.268
C -5.919180 2.899855 -0.305822 3.5 -3.8 -1.9 0.108
O -4.490906 2.732911 -0.159024 -2.1 4.4 -0.1 -0.464
H -6.354460 3.842753 -0.343919 -0.2 1.6 0.3 0.198
H -7.253910 1.515764 -0.885902 -8.4 -2.4 -1.5 0.194
H -5.275922 -0.214264 -0.496468 -0.3 0.9 -0.3 0.245
C -2.571793 -1.285101 -0.363766 -0.6 2.1 2.1 0.680
O -3.783933 -1.544956 -0.325543 3.2 -1.4 -0.9 -0.589
S 0.948436 -3.140791 0.060311 4.6 -8.3 1.2 0.518
C 2.399241 -2.230481 -0.039094 0.3 -10.6 -10.8 -0.587
H 2.632038 -1.511980 0.437563 2.6 8.8 7.5 0.220
H 3.351952 -2.980388 -0.352356 -2.6 1.5 1.9 0.268
C 2.340453 -1.584046 -1.458287 1.0 6.6 0.0 0.671
O 1.515893 -1.413978 -2.331887 -1.5 -3.3 -0.3 -0.622
N 3.202449 -0.490063 -1.410040 3.3 1.8 -0.2 -0.675
H 3.945783 -0.346415 -0.672876 -1.3 -0.6 -1.2 0.416
C 3.263721 0.694806 -2.576725 1.4 -6.8 0.5 -0.207
C 2.630491 1.870507 -2.126395 0.5 -1.6 9.1 -0.390
H 1.742738 1.725957 -1.486440 -0.2 -0.5 -1.1 0.239
H 2.440513 2.416616 -2.876661 -1.4 4.9 -5.3 0.215
C 3.553636 2.586391 -1.031909 2.6 1.8 -2.1 -0.511
C 3.741487 2.179868 0.351653 1.1 -9.3 2.2 0.791
O 4.503357 1.092708 0.399202 -2.8 5.5 2.0 -0.634
O 2.842342 2.516912 1.446018 2.8 5.6 -18.1 -0.477
C 2.810627 2.043258 2.538418 -1.9 -4.1 12.2 -0.062
C 2.309866 0.663168 2.720552 3.8 -4.6 -0.3 -0.613
H 3.327766 -0.180796 2.473149 -3.3 2.3 0.1 0.170
H 1.421617 0.408215 2.236440 -1.1 -0.4 -1.8 0.218
H 2.079516 0.261841 3.687560 0.2 0.9 1.2 0.228
H 3.772902 2.006598 2.986284 1.0 0.8 1.4 0.170
H 1.999327 2.701069 2.955905 1.1 -0.4 1.5 0.184
H 3.342228 3.588832 -0.886894 -1.1 2.6 -0.8 0.222
H 4.668515 2.613383 -1.426555 -2.2 -0.2 0.7 0.239
H 2.761880 0.063427 -3.304554 -0.5 0.9 -0.6 0.250
H 4.296966 0.839628 -2.997786 -0.7 -0.2 1.0 0.205
H -3.030971 -3.545219 -0.819651 3.8 -0.3 0.8 0.252
H -1.181035 -4.062069 -1.168209 0.7 -0.5 -1.2 0.223
H -2.103047 -5.441184 0.645429 0.3 -0.8 0.1 0.201
H -1.732992 -4.508983 2.844012 0.2 -7.7 9.0 0.161
H -1.625664 -2.973909 2.364349 0.6 3.6 0.4 0.179
```
Positions in Å, forces in eV/Å.

Output
Energy above the lowest of the compared OMol25 structures with the same formula, charge and spin (kcal per mole): 445.5
Frontier orbital gap (eV): 7.0
LUMO energy (eV): 0.002

Entry 2:
# C2H7BrN2

A structure of composition C2H7BrN2 (wB97M-V/def2-TZVPD, the Open Molecules 2025 dataset).

XYZ file:
```
12
Properties=species:S:1:pos:R:3:forces:R:3:nbo_charge:R:1
C -0.784268 -0.523656 -0.545241 3.4 0.2 -3.4 -0.441
C 1.060299 0.069484 0.762134 1.6 2.7 1.3 -0.427
N 0.211268 1.558245 -0.765250 -3.9 2.2 -2.3 -0.391
N -0.052958 0.570733 0.085746 -3.0 -0.6 -1.4 -0.228
Br 1.784144 1.235502 -2.059034 -0.1 -0.3 -0.5 -0.134
H -0.063201 -1.331649 -0.739338 0.2 0.0 -0.1 0.191
H -1.562345 -1.042925 -0.168607 -2.9 -0.6 2.2 0.214
H -0.983758 -0.186397 -1.580617 -0.5 -0.3 0.6 0.205
H 1.697677 -0.304161 -0.011050 1.1 -0.4 -0.3 0.207
H 1.546300 0.974079 1.309437 -0.6 -2.1 -0.5 0.224
H 0.691624 -0.743350 1.317363 0.1 -0.7 1.5 0.210
H -0.875600 1.578416 -1.573576 4.5 0.1 3.0 0.370
```
Positions in Å, forces in eV/Å.

Output
Energy above the lowest of the compared OMol25 structures with the same formula, charge and spin (kcal per mole): 47.8
Frontier orbital gap (eV): 8.8
LUMO energy (eV): 0.199

Entry 3:
# C26H50F3N2

A cluster of 4 separate species, C26H50F3N2 in total (wB97M-V/def2-TZVPD, the Open Molecules 2025 dataset).

XYZ file:
```
81
Properties=species:S:1:pos:R:3:forces:R:3:lowdin_charge:R:1
F 2.117988 -0.832956 -4.867959 1.3 -0.3 -1.6 0.171
C 3.398488 -0.519960 -4.706931 0.5 -0.3 0.7 -0.230
F 3.818091 0.465048 -5.492824 -1.3 0.5 1.4 0.167
C 4.214414 -1.220529 -3.808335 -1.4 -0.6 -0.8 -0.200
F 4.433023 -0.655863 -2.566471 1.9 0.4 -1.0 0.026
C 4.832685 -2.532677 -4.277988 -1.1 -0.3 1.3 -0.144
C 5.296227 -3.477207 -3.120198 0.5 0.5 -0.3 -0.097
C 6.354096 -2.818292 -2.180016 -2.1 -1.0 -2.4 -0.212
C 7.317123 -1.949126 -2.794251 1.3 0.7 2.2 0.080
C 8.251059 -1.310998 -1.926180 -2.1 -1.8 -0.4 0.063
C 8.079289 -1.702706 -0.563706 1.3 1.4 -1.0 0.000
N 7.149701 -2.554434 -0.189159 0.4 0.0 1.8 0.048
N 6.222106 -3.156232 -0.906915 1.3 1.2 -1.2 0.183
H 4.027609 -3.082757 -4.827602 0.6 0.4 0.1 0.146
H 5.639225 -2.325088 -5.013596 -0.4 -0.2 0.4 0.112
H 4.402756 -3.787851 -2.547633 0.7 0.1 -0.1 0.132
H 5.775514 -4.366106 -3.586607 -0.3 0.4 0.4 0.134
H 7.314625 -1.793461 -3.879568 0.0 -0.1 0.6 0.134
H 9.025221 -0.609967 -2.257789 -0.4 -0.4 0.3 0.135
H 8.752203 -1.275998 0.198097 -0.6 -0.5 -0.2 0.158
H 7.124813 -2.799215 0.805841 -0.1 0.1 -0.4 0.195
C -0.274686 0.133050 2.651589 0.1 -0.2 0.1 -0.097
C 1.181571 0.534213 2.850582 -0.1 0.1 0.0 -0.260
C 1.721547 1.415006 1.724378 0.2 0.0 0.0 -0.220
C 1.738119 0.764211 0.339527 -0.1 0.0 0.0 -0.220
C 2.529160 -0.538935 0.240249 0.0 0.0 -0.1 -0.264
C 4.013309 -0.368952 0.541946 0.1 -0.1 0.1 -0.123
H -0.407393 -0.472070 1.752123 0.0 0.0 0.0 0.053
H -0.621849 -0.457661 3.501572 -0.1 0.0 -0.1 0.077
H -0.913166 1.014275 2.571216 0.0 0.0 0.0 0.055
H 1.797718 -0.362614 2.966429 0.0 0.0 0.0 0.097
H 1.266311 1.086171 3.791028 0.1 0.0 0.0 0.108
H 2.733645 1.740244 1.986642 0.0 0.0 0.0 0.101
H 1.120447 2.328436 1.667851 0.0 0.0 0.0 0.105
H 2.150627 1.484624 -0.375543 0.0 0.0 0.0 0.112
H 0.710703 0.575461 0.013495 0.0 0.0 0.0 0.097
H 2.423760 -0.930330 -0.776226 0.0 0.0 0.0 0.094
H 2.103661 -1.296017 0.905153 0.0 0.0 0.0 0.103
H 4.467765 0.356993 -0.136954 0.0 0.0 0.0 0.067
H 4.535385 -1.322953 0.415679 0.0 0.0 0.0 0.041
H 4.181761 -0.033954 1.567347 0.0 0.0 0.0 0.069
C -5.866464 -1.735445 1.125150 -0.1 0.1 -0.1 -0.110
C -5.435067 -2.634904 -0.028128 0.0 -0.1 0.1 -0.269
C -4.185359 -3.458855 0.280704 0.0 -0.1 -0.1 -0.228
C -2.919942 -2.644732 0.557182 0.0 0.1 0.1 -0.231
C -2.502208 -1.690130 -0.560393 0.1 -0.1 0.0 -0.270
C -2.158797 -2.398892 -1.865804 0.0 0.1 -0.1 -0.111
H -5.106967 -0.986802 1.360164 0.0 0.0 0.0 0.061
H -6.784085 -1.203469 0.866964 0.0 0.0 0.1 0.071
H -6.060666 -2.323010 2.025411 0.0 0.0 0.0 0.076
H -5.282760 -2.031437 -0.927501 0.0 0.0 0.0 0.098
H -6.253629 -3.323386 -0.256850 0.0 0.0 0.0 0.106
H -4.001793 -4.144746 -0.552248 0.0 0.0 0.0 0.101
H -4.383960 -4.093289 1.150963 0.0 0.0 0.0 0.110
H -2.097235 -3.341203 0.754599 0.0 0.0 0.0 0.109
H -3.051024 -2.069236 1.479062 0.0 0.0 0.0 0.099
H -1.621558 -1.131847 -0.226036 -0.1 0.0 0.0 0.081
H -3.284569 -0.947525 -0.741153 0.0 0.0 0.0 0.101
H -1.351467 -3.120622 -1.716606 0.0 0.0 0.0 0.072
H -1.828641 -1.674952 -2.614109 0.0 -0.1 0.0 0.067
H -3.020586 -2.927115 -2.277279 0.0 0.0 0.0 0.067
C -2.141878 3.091053 0.789544 0.1 0.2 0.0 -0.113
C -2.600926 3.963299 1.952305 0.0 -0.1 0.0 -0.266
C -3.938118 3.522929 2.547080 0.0 0.1 0.1 -0.227
C -5.131516 3.589482 1.591662 0.0 -0.1 -0.1 -0.230
C -5.401514 4.964159 0.980510 -0.1 0.0 0.1 -0.272
C -5.747232 6.029147 2.015219 0.1 0.1 -0.1 -0.112
H -2.835566 3.140746 -0.051849 0.0 0.0 0.0 0.069
H -1.164258 3.423702 0.432019 0.0 -0.1 0.0 0.067
H -2.050846 2.048016 1.099457 -0.1 0.0 -0.1 0.050
H -2.649628 5.007422 1.631608 0.0 0.0 0.0 0.100
H -1.842180 3.920441 2.740329 0.0 0.1 0.0 0.102
H -4.146489 4.132235 3.431650 0.0 0.0 0.0 0.103
H -3.843856 2.493144 2.909584 0.0 0.0 0.0 0.107
H -6.024998 3.260502 2.132630 0.0 0.0 0.0 0.110
H -4.990570 2.866827 0.781418 0.0 0.0 0.0 0.099
H -6.238817 4.872891 0.282586 0.1 0.0 0.0 0.105
H -4.543349 5.293687 0.387207 0.0 0.0 0.0 0.098
H -6.625629 5.737722 2.595559 0.0 0.0 0.0 0.076
H -5.969777 6.977436 1.522348 0.0 0.0 0.1 0.070
H -4.920730 6.203934 2.706746 0.0 0.0 0.0 0.065
```
Positions in Å, forces in eV/Å.

Output
Frontier orbital gap (eV): 5.6
Total charge: +1
LUMO energy (eV): -5.166